[1]
The following is a DFT calculation (ωB97M-V with the def2-TZVPD basis set) of C15H22N4OS2 as an isolated structure in a non-equilibrium geometry.

Its net charge is 0. The gap between HOMO and LUMO comes out at 0.3020 hartree.

```
44
Properties=species:S:1:pos:R:3:mulliken_charge:R:1
S -1.710 -2.957 -0.456 -0.3918
S 3.598 -3.012 0.412 -0.0920
O 1.944 3.328 -0.329 -0.6372
N 1.000 -3.087 -0.167 -0.4375
N 0.951 1.057 1.014 -0.0581
N -4.326 0.221 -0.191 0.4584
N 2.008 -0.760 0.759 -0.2131
C -3.721 0.968 0.624 -1.2165
C -2.115 0.917 0.702 -0.6165
C -5.774 0.352 -0.481 -1.1034
C 2.872 2.459 0.200 -0.4267
C 3.033 -4.819 -0.218 -0.8770
C -0.136 -2.132 0.001 0.3726
C -2.441 -1.560 -0.114 0.2337
C 2.222 1.720 1.301 -0.9604
C -3.839 -1.126 -0.428 -0.6238
C 0.974 -0.308 0.735 0.5113
C 3.350 1.658 -0.961 0.6208
C 1.927 -2.131 0.257 -0.0214
C -1.717 -0.472 0.436 0.4576
C -0.299 -0.900 0.248 -0.4194
C 4.009 2.312 -1.935 -1.6190
H -3.925 0.193 1.856 0.1738
H -4.225 -1.518 -1.392 0.3395
H 2.941 0.980 1.746 0.4296
H 3.347 3.039 -2.330 0.3577
H -6.096 0.016 -1.255 0.4560
H 1.944 2.521 2.344 0.2879
H -4.216 1.765 1.078 0.4844
H 4.294 1.652 -2.875 0.2882
H -1.930 1.799 -0.089 0.0611
H 3.617 2.897 0.744 0.5868
H 2.294 -5.169 0.499 0.2770
H 3.869 0.664 -0.388 0.0752
H -4.515 -1.847 0.279 0.2872
H 2.137 1.214 -1.118 -0.1445
H -6.069 1.517 -0.264 0.2290
H 2.646 -4.586 -1.356 0.2459
H 1.177 3.012 -0.667 0.3746
H 4.818 2.613 -1.606 0.5735
H -6.329 -0.044 0.632 0.3268
H 0.179 1.622 1.280 0.2590
H 3.991 -5.102 -0.188 0.4502
H -1.759 1.035 1.662 0.6408
```


[2]
The following is a DFT calculation (ωB97M-V with the def2-TZVPD basis set) of C15H22N5Pd as an isolated structure in a non-equilibrium geometry.

Its net charge is +1. As for the spin multiplicity: 5. The gap between HOMO and LUMO (alpha / beta) comes out at 0.2437 / 0.2210 hartree. The energy relative to the best compared isomer or geometry (same formula, charge and spin) comes out at 16.6 kcal/mol.

```
43
Properties=species:S:1:pos:R:3:mulliken_charge:R:1
Pd 0.239 -0.247 0.770 0.3983
N -1.433 -1.448 5.591 -0.5645
N -0.907 -0.251 3.586 -0.3983
N -0.654 -0.547 4.878 0.9256
N 0.678 -0.439 5.205 -0.7694
N 0.238 0.222 3.093 -0.0362
C -0.779 1.403 -3.419 0.7321
C 2.307 0.604 -1.369 -0.3880
C 2.368 -0.423 0.719 -0.4903
C -0.152 2.675 -2.952 -0.9937
C -1.601 -1.280 1.132 -0.6619
C 1.921 0.973 0.884 -0.5640
C 1.915 1.582 -0.420 -0.6195
C -2.148 1.092 -2.986 -1.1297
C -1.083 -1.615 -1.096 0.0164
C 2.517 -0.637 -0.694 -0.8393
C -0.139 -2.347 -0.336 -0.9391
C 0.069 0.350 -4.009 -0.7963
C -0.430 -2.191 1.063 -0.7350
C 1.164 0.084 4.053 -0.1376
C -1.948 -0.918 -0.211 -0.4738
H 0.960 2.537 -2.936 0.2718
H -2.401 -1.262 5.472 0.2763
H -2.132 -1.010 2.025 0.5938
H 1.642 2.619 -0.622 0.5545
H -2.300 0.008 -2.962 0.3507
H 2.333 -1.184 1.507 0.5572
H -1.105 -1.449 6.547 0.3082
H 2.421 0.787 -2.435 0.8109
H -0.388 2.874 -1.866 0.1523
H -0.019 -0.546 -3.381 0.0822
H 1.612 1.445 1.815 0.6905
H 2.217 0.344 3.972 0.4652
H -2.996 1.524 -3.544 0.3690
H -2.286 1.385 -1.927 0.1329
H -0.156 0.055 -5.056 0.3013
H 1.150 0.599 -3.958 0.2561
H -2.751 -0.232 -0.467 0.5332
H 0.092 -2.604 1.907 0.5696
H -0.366 3.615 -3.493 0.3615
H -1.173 -1.621 -2.185 0.8564
H 2.817 -1.571 -1.162 0.5151
H 0.686 -2.954 -0.736 0.4554
```